[1]
Formula: C25H68F3NO27S9
Source: the Open Molecules 2025 dataset
Level of theory: ωB97M-V/def2-TZVPD

Computed properties:
**E**: -6962.81054 Ha
**Frontier orbital gap**: 10.37 eV
**M**: 1160.40 g mol⁻¹

Atoms and positions in Å:
N (-3.9374, -19.6179, 13.0655)
H (-3.9724, -20.5104, 13.6000)
H (-4.6188, -18.9418, 13.4335)
H (-4.1351, -19.7133, 12.0160)
H (-3.0539, -19.1105, 13.1576)
C (-4.7351, -22.3518, 9.1734)
F (-5.2649, -22.8372, 8.0484)
F (-5.4443, -22.7872, 10.1952)
F (-3.4842, -22.8279, 9.2470)
S (-4.6591, -20.4832, 9.1611)
O (-6.0552, -20.1670, 8.9361)
O (-4.2125, -20.1199, 10.5010)
O (-3.7697, -20.1031, 8.0967)
O (-5.9065, -26.3775, 10.9146)
S (-5.2452, -26.9147, 9.7686)
O (-3.8342, -27.1522, 9.7850)
O (-5.9699, -28.2909, 9.4537)
C (-5.4069, -29.2650, 8.5445)
C (-4.3652, -30.1228, 9.2218)
C (-5.6904, -26.0350, 8.2642)
H (-5.0758, -28.7771, 7.6244)
H (-6.2468, -29.8914, 8.2442)
H (-4.7800, -30.6288, 10.0912)
H (-3.4604, -29.5925, 9.5031)
H (-4.0505, -30.8907, 8.5067)
H (-5.2206, -25.0584, 8.3750)
H (-6.7611, -25.8580, 8.2611)
H (-5.2895, -26.5548, 7.4039)
O (-2.0424, -25.7676, 5.2292)
S (-0.6811, -25.5382, 5.6307)
O (0.3556, -26.2878, 5.0044)
O (-0.2959, -24.0017, 5.4624)
C (-1.1526, -23.0273, 6.0970)
C (-0.9323, -21.6992, 5.4343)
C (-0.6169, -25.8020, 7.3822)
H (-0.7957, -22.9143, 7.1231)
H (-2.1914, -23.3543, 6.1236)
H (0.1326, -21.4969, 5.3171)
H (-1.4236, -20.9238, 6.0170)
H (-1.2936, -21.5877, 4.4088)
H (-0.7550, -26.8729, 7.5053)
H (-1.3816, -25.2278, 7.8878)
H (0.3621, -25.4960, 7.7437)
O (-0.6903, -18.7446, 4.5709)
S (-1.2418, -17.5612, 5.1536)
O (-0.4128, -16.4673, 5.5568)
O (-2.3742, -17.0387, 4.1353)
C (-3.1566, -15.9160, 4.5872)
C (-3.5452, -15.1224, 3.3527)
C (-2.2792, -18.0801, 6.5170)
H (-2.5440, -15.2606, 5.2114)
H (-4.0289, -16.2504, 5.1468)
H (-3.8279, -14.0897, 3.5610)
H (-4.3506, -15.6362, 2.8247)
H (-2.7223, -15.0145, 2.6447)
H (-2.9243, -17.2553, 6.8169)
H (-1.5918, -18.3734, 7.3016)
H (-2.9301, -18.8620, 6.1453)
O (1.8098, -22.4604, 8.1315)
S (1.1096, -22.5550, 9.3604)
O (0.1700, -23.5964, 9.6668)
O (2.2442, -22.5392, 10.5282)
C (1.8511, -23.0159, 11.8190)
C (2.7460, -22.3283, 12.8244)
C (0.2408, -21.0300, 9.7160)
H (1.9530, -24.1008, 11.8927)
H (0.8049, -22.7884, 12.0504)
H (3.7984, -22.5862, 12.6982)
H (2.5486, -22.6882, 13.8418)
H (2.6237, -21.2475, 12.8652)
H (-0.7343, -21.0878, 9.2358)
H (0.7986, -20.1669, 9.3602)
H (0.1814, -20.9496, 10.7996)
O (-6.7031, -19.0940, 13.0352)
S (-7.8032, -20.0055, 13.1229)
O (-7.5573, -21.3393, 13.5825)
O (-8.9496, -19.3682, 14.0148)
C (-10.0976, -20.2382, 14.3268)
C (-10.9504, -19.4974, 15.3241)
C (-8.5176, -20.0316, 11.4746)
H (-9.6531, -21.1291, 14.7693)
H (-10.6530, -20.4149, 13.4035)
H (-10.3432, -19.0769, 16.1247)
H (-11.6974, -20.1551, 15.7709)
H (-11.5218, -18.6926, 14.8580)
H (-7.7041, -20.2839, 10.7937)
H (-8.8399, -19.0206, 11.2293)
H (-9.3619, -20.7111, 11.4286)
O (-5.7023, -16.5358, 7.3247)
S (-7.0312, -16.2135, 7.7562)
O (-7.2936, -14.9506, 8.3572)
O (-8.0368, -16.3865, 6.5163)
C (-7.6400, -17.3174, 5.4976)
C (-6.9907, -16.5308, 4.3653)
C (-7.6619, -17.5252, 8.7938)
H (-8.4845, -17.9267, 5.1888)
H (-6.8657, -18.0390, 5.7922)
H (-6.1286, -15.9431, 4.6766)
H (-7.7723, -15.8645, 3.9908)
H (-6.5742, -17.1578, 3.5726)
H (-6.9860, -17.7437, 9.6135)
H (-7.7292, -18.4181, 8.1764)
H (-8.6608, -17.2197, 9.0947)
O (-4.8063, -23.7682, 15.7596)
S (-4.2141, -23.4373, 14.5093)
O (-3.7234, -22.1188, 14.1835)
O (-2.9688, -24.4256, 14.4334)
C (-2.1836, -24.4785, 13.2208)
C (-2.3422, -25.8827, 12.6542)
C (-5.2648, -24.0785, 13.2062)
H (-1.1388, -24.3309, 13.4882)
H (-2.4032, -23.6634, 12.5253)
H (-1.9048, -26.0210, 11.6700)
H (-3.3813, -26.2084, 12.6673)
H (-1.8425, -26.5175, 13.3911)
H (-5.6480, -25.0563, 13.4696)
H (-4.6913, -24.1038, 12.2824)
H (-6.0899, -23.3785, 13.0676)
O (-9.5651, -20.2339, 5.1962)
S (-8.6464, -21.3220, 5.1611)
O (-8.9355, -22.5195, 4.4391)
O (-7.2197, -20.7883, 4.6572)
C (-6.1135, -21.7064, 4.5680)
C (-4.8639, -20.9311, 4.8844)
C (-8.2244, -21.7414, 6.8514)
H (-6.0933, -22.1349, 3.5608)
H (-6.2149, -22.5853, 5.2105)
H (-3.9740, -21.5418, 5.0152)
H (-5.0141, -20.3703, 5.8170)
H (-4.6340, -20.1217, 4.1847)
H (-9.0463, -22.2751, 7.3262)
H (-7.9670, -20.8786, 7.4606)
H (-7.3778, -22.4213, 6.8253)

=====

[2]
Formula: C25H68N2O10
Source: the Open Molecules 2025 dataset
Level of theory: ωB97M-V/def2-TZVPD

Computed properties:
**E**: -1854.91803 Ha
**SMILES**: CC1(C)CCCC(C)(C)N1O.CC1(C)CCCC(C)(C)N1O.CO.CO.CO.CO.CO.CO.CO.O
**Frontier orbital gap**: 8.35 eV
**M**: 556.82 g mol⁻¹

Atoms and positions in Å:
C (0.4469, 4.4216, 3.8294)
C (1.5128, 3.6267, 4.6132)
C (2.8057, 3.7814, 3.8443)
C (1.6144, 4.1777, 6.0826)
C (2.4692, 3.3966, 7.0377)
C (1.8099, 2.0435, 7.1531)
C (1.5400, 1.3070, 5.7335)
C (2.8855, 0.6645, 5.2105)
C (0.4424, 0.2530, 6.0070)
N (0.9822, 2.2809, 4.7614)
O (0.6346, 1.6715, 3.5320)
H (-0.5366, 4.4051, 4.2989)
H (0.8197, 5.4223, 3.6108)
H (0.3391, 4.0156, 2.8236)
H (3.0855, 4.8304, 3.7468)
H (3.6855, 3.2645, 4.2276)
H (2.6511, 3.2980, 2.8797)
H (2.2199, 5.0839, 6.0686)
H (0.6389, 4.4377, 6.4935)
H (3.4677, 3.2655, 6.6207)
H (2.5969, 3.7900, 8.0462)
H (0.9362, 2.1691, 7.7927)
H (2.3858, 1.3603, 7.7773)
H (3.7068, 1.3736, 5.3145)
H (2.7524, 0.4184, 4.1570)
H (3.1817, -0.2111, 5.7881)
H (-0.5725, 0.6083, 6.1854)
H (0.7032, -0.3713, 6.8616)
H (0.3981, -0.5056, 5.2256)
H (1.4516, 1.6876, 3.0281)
C (1.5645, -4.7036, 0.4635)
C (2.6434, -5.6543, -0.1193)
C (3.7699, -5.9171, 0.8745)
C (2.1086, -7.0911, -0.2908)
C (1.3024, -7.2591, -1.6192)
C (2.0237, -6.7040, -2.8361)
C (2.4803, -5.2040, -2.6220)
C (3.3486, -4.9001, -3.8202)
C (1.2992, -4.2142, -2.6842)
N (3.3235, -5.1808, -1.3729)
O (4.0159, -4.0099, -1.2798)
H (1.6816, -4.4602, 1.5195)
H (1.7499, -3.7280, 0.0141)
H (0.5403, -5.0599, 0.3532)
H (4.4256, -5.0705, 1.0780)
H (3.3858, -6.1961, 1.8557)
H (4.4123, -6.7625, 0.6280)
H (2.9322, -7.7902, -0.4360)
H (1.5058, -7.4701, 0.5345)
H (0.9012, -8.2692, -1.7010)
H (0.3104, -6.8273, -1.4859)
H (1.3047, -6.6755, -3.6548)
H (2.8273, -7.4161, -3.0237)
H (2.8465, -4.8781, -4.7874)
H (4.1288, -5.6457, -3.9737)
H (3.9277, -3.9933, -3.6455)
H (1.4699, -3.1396, -2.6189)
H (0.6687, -4.3759, -1.8098)
H (0.6652, -4.3395, -3.5620)
H (3.2974, -3.3742, -1.2459)
C (-2.7507, 6.6453, -3.2847)
O (-2.4872, 6.5324, -1.9039)
H (-3.7815, 6.3504, -3.4813)
H (-2.6999, 7.6413, -3.7245)
H (-2.0574, 6.0577, -3.8865)
H (-3.3003, 6.5531, -1.3940)
C (-7.7916, 2.0630, -1.9930)
O (-7.2986, 3.3409, -2.0300)
H (-8.6843, 1.9646, -2.6108)
H (-7.0156, 1.3577, -2.2905)
H (-8.0113, 1.8303, -0.9511)
H (-6.8930, 3.5394, -1.1828)
C (1.7967, 8.1465, -1.3758)
O (1.7035, 6.7553, -1.1366)
H (2.6797, 8.4840, -0.8331)
H (1.8518, 8.3738, -2.4404)
H (0.9734, 8.6064, -0.8292)
H (0.7954, 6.4788, -1.2799)
C (-1.5886, 1.8896, -7.2523)
O (-1.7063, 0.5506, -6.7943)
H (-1.4895, 2.0643, -8.3236)
H (-2.4448, 2.4437, -6.8677)
H (-0.7164, 2.3672, -6.8057)
H (-1.2673, 0.0377, -7.4768)
C (-3.8651, -4.5055, -5.2746)
O (-4.3532, -5.8056, -5.2596)
H (-3.2256, -4.3537, -6.1441)
H (-4.6900, -3.7968, -5.3488)
H (-3.3830, -4.2431, -4.3329)
H (-5.2712, -5.8080, -4.9790)
C (-2.3654, 1.8397, -1.8843)
O (-1.9236, 0.5393, -2.2187)
H (-3.4429, 1.8709, -2.0461)
H (-1.9639, 1.9057, -0.8731)
H (-1.8835, 2.5635, -2.5416)
H (-2.2085, 0.1995, -3.0701)
C (-4.8817, -0.2557, 2.0705)
O (-4.5628, -1.0579, 0.9156)
H (-5.8653, -0.5264, 2.4543)
H (-4.1106, -0.4436, 2.8176)
H (-4.9370, 0.7994, 1.8027)
H (-3.6317, -0.9586, 0.7039)
O (2.3814, 0.5104, -1.1017)
H (2.9480, 1.1136, -1.5825)
H (1.5035, 0.6827, -1.4422)

=====

For the records above, the corresponding HOMO level values read -10.81 -8.24 eV.